Entry 1:
The following is a quantum chemistry calculation of 2 unconnected molecules or ions with the total composition C3H10N3O2 in a non-equilibrium geometry, from OMol25.

Values from the calculation:
Strongest force on any atom ... 1.8 eV Å⁻¹
Total charge ... +1
HOMO-LUMO gap ... 9.67 eV
Spin multiplicity ... 1
Highest occupied orbital energy ... -12.5 eV

```
18
Properties=species:S:1:pos:R:3:forces:R:3:lowdin_charge:R:1
N -1.41158 -2.04320 -2.58161 0.971 -0.629 -0.513 0.1918
C -1.22439 -0.95050 -1.81726 -0.211 -0.322 0.789 -0.6053
O -0.04352 -0.27620 -2.03041 -0.781 -0.811 -1.287 0.0777
O -1.99708 -0.58563 -0.95226 0.168 0.330 -0.082 0.0736
H -2.24753 -2.61732 -2.45304 0.536 0.466 0.105 0.1440
H -0.54567 -2.52380 -2.87094 -1.071 0.226 0.003 0.1403
H 0.18886 -0.50208 -2.96264 0.325 0.519 0.846 0.1455
C 0.93060 0.76463 2.18100 1.001 0.619 0.743 -0.1500
C 0.65275 0.61468 0.87573 0.920 -0.439 0.670 -0.1237
N -0.49687 1.25988 0.28939 -1.374 0.078 -0.066 0.1514
N 2.07626 0.33864 2.87635 -0.981 0.097 -1.482 0.0735
H 0.22750 1.36282 2.79038 0.431 -0.412 -0.237 0.1342
H 1.17652 -0.01263 0.17547 0.260 0.068 0.046 0.1101
H -1.25901 0.55995 0.03840 0.299 0.301 -0.120 0.1133
H -0.88644 1.97568 0.89257 -0.125 0.045 0.368 0.1618
H -0.30940 1.74532 -0.58828 0.410 -0.166 -0.069 0.1598
H 2.92969 0.19190 2.33744 -0.567 -0.039 0.273 0.1087
H 2.23930 0.69784 3.79969 -0.210 0.070 0.011 0.0931
```
Positions in Å, forces in eV/Å.


Entry 2:
The following is a quantum chemistry calculation of 2 unconnected molecules or ions with the total composition C3H10N3O2 in a non-equilibrium geometry, from OMol25.

Values from the calculation:
Strongest force on any atom ... 4.5 eV Å⁻¹
Total charge ... +1
HOMO-LUMO gap ... 9.57 eV
Spin multiplicity ... 1
Highest occupied orbital energy ... -14.8 eV

```
18
Properties=species:S:1:pos:R:3:forces:R:3:lowdin_charge:R:1
C -2.18952 -0.83828 -0.30446 -0.920 2.239 1.638 -0.4329
C 0.47743 1.81290 -0.51743 -2.509 0.795 1.241 0.0025
C 1.48924 -1.07434 -0.31100 -0.443 2.798 -2.585 -0.1401
N -3.39000 -0.35736 0.18279 4.516 -0.151 -0.479 0.2312
N -1.03037 0.13124 0.16645 -2.267 -0.142 -0.609 0.0735
N -0.43268 0.68376 -0.73752 -0.155 0.473 -0.613 0.0454
O -1.94185 -1.72387 -1.01422 0.360 -1.047 -0.925 0.2023
O 0.97127 -0.76983 0.95947 0.516 -2.476 1.033 -0.1109
H -0.02906 2.64699 -1.09474 0.952 -0.942 0.312 0.1382
H 0.46286 2.10791 0.54784 0.395 -0.162 -0.386 0.1074
H 1.44182 1.54194 -0.86843 0.677 0.082 -0.528 0.0741
H 0.60476 -0.94298 -1.03167 1.450 -0.181 0.278 0.0870
H 1.87921 -2.02664 -0.61463 0.315 -0.779 1.005 0.0972
H 2.24319 -0.25936 -0.58124 -0.804 -1.388 0.414 0.1064
H -3.42948 0.27918 0.94257 -0.493 0.393 0.335 0.1126
H -4.11181 -0.84360 -0.21155 -2.790 -1.139 -0.536 0.0954
H -1.03862 0.29215 1.17143 0.916 0.771 0.285 0.1797
H 0.74709 -1.64158 1.35506 0.284 0.857 0.122 0.1308
```
Positions in Å, forces in eV/Å.


Entry 3:
The following is a quantum chemistry calculation of a gas-phase ion, C3H10N3O2 (charge +1) in a non-equilibrium geometry, from OMol25.

Values from the calculation:
Strongest force on any atom ... 7.0 eV Å⁻¹
Total charge ... +1
HOMO-LUMO gap ... 11.81 eV
SMILES string ... C[N+](C)(C)N[N+](=O)[O-]
Spin multiplicity ... 1
Highest occupied orbital energy ... -15.6 eV

```
18
Properties=species:S:1:pos:R:3:forces:R:3:lowdin_charge:R:1
C 0.55451 0.88065 -1.14806 -3.200 -0.414 -4.368 0.0138
C -0.82576 0.85183 0.85894 -2.328 -4.849 0.270 0.0653
C 0.06940 -1.40446 0.07284 1.464 1.425 -4.182 0.0580
N 1.50822 0.22853 0.72702 1.524 -6.624 1.479 0.0443
N 1.94635 1.34388 1.29292 1.275 1.465 1.470 -0.4183
N 0.22277 0.08306 0.12019 1.843 2.407 -1.948 -0.2852
O 1.41422 2.39870 0.98385 0.528 -0.316 0.310 0.0853
O 2.88513 1.15655 2.03654 -0.271 0.485 -0.296 0.1376
H -0.24193 0.72385 -1.99818 1.297 -0.560 1.666 0.1508
H 0.39670 1.94481 -1.06080 0.166 0.107 1.184 0.0926
H 1.53599 0.76332 -1.61693 -0.134 -0.759 0.758 0.1188
H -0.96220 0.18661 1.70448 0.033 0.707 0.969 0.1184
H -0.42677 1.75821 1.01547 0.690 3.154 0.898 0.0424
H -1.84152 0.81915 0.42331 0.921 0.190 -0.717 0.1444
H -0.03493 -1.79486 1.00312 -0.149 -1.004 2.798 0.0848
H -0.72112 -1.64115 -0.56517 -1.845 -0.162 -0.641 0.1028
H 0.91148 -1.78805 -0.54671 -0.129 0.166 0.967 0.1418
H 2.00685 -0.82493 1.02788 -1.685 4.582 -0.618 0.3023
```
Positions in Å, forces in eV/Å.


Entry 4:
The following is a quantum chemistry calculation of 2 unconnected molecules or ions with the total composition C3H10N3S in a non-equilibrium geometry, from OMol25.

Values from the calculation:
Strongest force on any atom ... 1.2 eV Å⁻¹
Total charge ... -1
HOMO-LUMO gap ... 7.15 eV
Spin multiplicity ... 1
Highest occupied orbital energy ... -3.0 eV

```
17
Properties=species:S:1:pos:R:3:forces:R:3:lowdin_charge:R:1
N -1.50193 -1.00296 0.65361 -0.029 0.042 -0.653 0.0767
C -0.96858 -2.25253 0.45200 0.743 0.208 0.946 -0.6722
N -0.55049 -2.49589 -0.82104 -0.748 0.275 -0.012 0.1053
N -0.76407 -3.14724 1.37747 -0.541 0.132 -0.389 0.0245
H -2.01978 -0.84258 1.49142 0.138 0.080 0.251 0.0646
H -1.23459 -0.20419 0.03646 -0.087 -0.498 0.270 -0.0546
H -0.35507 -1.68521 -1.39007 0.217 -0.196 -0.223 -0.0003
H -0.16075 -3.40086 -0.97819 0.461 0.061 -0.117 0.0748
H -1.05029 -2.73925 2.26186 -0.084 -0.150 0.097 -0.0106
C 1.55072 2.19856 0.25760 0.077 -0.125 -0.194 -0.2460
C 0.65906 2.42080 -0.96210 0.343 -0.301 0.203 -0.8164
S -0.04782 0.87515 -1.55037 -0.463 -0.380 -0.438 0.2652
H 2.30957 1.44252 0.02878 0.028 0.207 -0.101 0.0467
H 0.96899 1.75750 1.07044 -0.030 0.291 0.111 0.0477
H 2.04122 3.13552 0.55380 -0.025 -0.116 0.257 0.0470
H 1.26792 2.82451 -1.77646 -0.116 0.304 0.108 0.0214
H -0.14411 3.11617 -0.70520 0.117 0.165 -0.117 0.0263
```
Positions in Å, forces in eV/Å.


Entry 5:
The following is a quantum chemistry calculation of a molecular structure, C3H10N3S in a non-equilibrium geometry, from OMol25.

Values from the calculation:
Strongest force on any atom ... 3.5 eV Å⁻¹
Total charge ... +1
HOMO-LUMO gap ... 9.03 eV
Spin multiplicity ... 1
Highest occupied orbital energy ... -11.9 eV

```
17
Properties=species:S:1:pos:R:3:forces:R:3:lowdin_charge:R:1
C -1.75196 0.66710 -0.06662 2.820 -1.014 1.165 -0.6824
C 0.58745 -0.84612 -0.58114 0.511 0.374 -0.201 -0.1952
C 0.35390 0.39133 0.25406 -3.107 1.019 -1.106 -0.2151
N -2.11962 1.91290 -0.09379 -0.020 0.042 -0.086 0.0809
N 0.90928 1.55690 -0.20406 0.363 -0.127 -0.195 0.0688
N -0.08778 -1.99771 0.03751 -0.334 -0.055 0.171 0.0674
S -2.67414 -0.69349 -0.08593 -0.810 -0.040 -0.212 0.7415
H 0.16293 -0.70545 -1.57921 0.034 -0.062 0.111 0.1369
H 1.66482 -1.02716 -0.69563 -0.165 -0.027 0.078 0.1384
H 0.36220 0.26757 1.32749 0.026 -0.037 0.136 0.1339
H -1.42614 2.64540 -0.04596 0.158 0.037 -0.055 0.1054
H -3.09445 2.18503 -0.15725 0.085 -0.015 -0.042 0.1257
H 1.19326 1.60612 -1.17118 0.049 0.121 0.162 0.1157
H 1.33427 2.21456 0.42213 0.084 -0.014 0.096 0.1103
H 0.26713 -2.17711 0.97822 -0.084 -0.071 -0.122 0.1549
H 0.01888 -2.84448 -0.52322 -0.031 0.092 0.120 0.1581
H -1.23000 -1.66970 0.07028 0.423 -0.223 -0.020 -0.0454
```
Positions in Å, forces in eV/Å.


Entry 6:
The following is a quantum chemistry calculation of 2 unconnected molecules or ions with the total composition C3H10N3S4 in a non-equilibrium geometry, from OMol25.

Values from the calculation:
Strongest force on any atom ... 3.8 eV Å⁻¹
Total charge ... +1
HOMO-LUMO gap (alpha / beta) ... 7.78 / 6.11 eV
Spin multiplicity ... 1
Highest occupied orbital energy (alpha / beta) ... -11.6 / -10.7 eV

```
20
Properties=species:S:1:pos:R:3:forces:R:3:lowdin_charge:R:1
C 0.70488 -1.78010 -0.53295 0.309 0.997 1.589 -0.4218
C -3.65449 2.39534 1.18092 0.061 -2.797 1.411 -0.3901
C 1.84831 0.37590 -0.93649 0.342 -0.602 0.558 -0.5135
N 0.60169 -2.77261 0.36097 -3.054 -1.682 -1.500 0.1879
N -0.16850 -1.59130 -1.51831 -1.086 -1.202 0.349 0.1809
N 1.66344 -0.85876 -0.21723 -1.302 0.814 -2.409 0.0489
S 4.54530 0.90829 0.51165 -0.212 -0.288 -0.374 0.3809
S -2.14089 1.32742 0.79794 -0.581 0.324 0.390 0.2735
S 2.85575 1.66827 -0.41591 -0.398 0.020 -0.338 0.5199
S -2.28822 0.87380 -1.08945 -0.152 0.182 -0.022 0.1053
H -3.42636 3.26571 0.60691 -0.550 0.772 -0.111 0.0038
H -3.62075 2.52122 2.34774 -0.252 -0.013 -2.407 0.0771
H -4.54364 1.73668 0.82222 1.424 1.641 0.701 0.0680
H 1.13594 0.72208 -1.69802 0.303 -0.532 0.505 0.0544
H -0.20296 -3.47211 0.26501 2.034 1.382 0.253 0.1768
H 1.36897 -3.00728 0.93133 0.669 -0.352 0.719 0.1081
H -1.13268 -2.06203 -1.54177 2.310 1.013 0.121 0.1712
H -0.08447 -0.70765 -1.98023 -0.465 0.183 -0.295 0.0406
H 2.31521 -1.11837 0.49276 0.492 0.188 0.354 0.1174
H 4.22347 1.57550 1.61293 0.108 -0.047 0.506 -0.1893
```
Positions in Å, forces in eV/Å.


Entry 7:
The following is a quantum chemistry calculation of C3H10N4 in the gas phase in a non-equilibrium geometry, from OMol25.

Values from the calculation:
Strongest force on any atom ... 3.0 eV Å⁻¹
HOMO-LUMO gap ... 8.23 eV
SMILES string ... CN(C)/N=C/NN
Spin multiplicity ... 1
Highest occupied orbital energy ... -7.2 eV

```
17
Properties=species:S:1:pos:R:3:forces:R:3:lowdin_charge:R:1
C 1.23006 -0.91133 -0.99271 0.930 0.390 -0.991 -0.1100
C 1.05714 1.46311 -1.35176 0.828 0.812 1.090 -0.1074
C -1.23065 -0.51634 0.35121 -1.127 -0.373 -1.908 -0.2486
H 0.70155 -1.81728 -1.05029 -1.149 -1.060 0.042 0.0603
H 1.82623 -0.88237 -1.88517 0.415 0.109 -0.513 0.0834
H 1.87574 -0.96000 -0.17005 1.481 -0.401 1.576 0.0663
H 0.27294 2.25444 -1.28845 1.044 -0.327 -0.152 0.0935
H 2.00449 1.69465 -0.77002 -0.886 0.407 -0.116 0.0902
H 1.43496 1.31376 -2.35828 -0.407 0.130 -0.339 0.0713
H -1.57199 -1.12374 -0.49450 0.162 -0.028 0.006 0.1347
H -2.89958 -0.98568 1.51772 0.323 0.110 0.215 0.1272
H -0.37320 -0.40913 2.64143 -1.225 0.524 -0.042 0.0927
H -1.22053 0.98095 2.43975 -0.195 -0.213 -0.482 0.0674
N 0.46950 0.26268 -0.89815 -2.205 -0.928 -1.859 -0.3510
N -0.28803 0.32015 0.24991 0.533 0.881 1.412 0.0399
N -1.94517 -0.66407 1.48631 1.297 0.769 0.422 -0.0900
N -1.34346 -0.01979 2.57304 0.180 -0.803 1.640 -0.0198
```
Positions in Å, forces in eV/Å.


Entry 8:
The following is a quantum chemistry calculation of C3H10N4 in the gas phase in a non-equilibrium geometry, from OMol25.

Values from the calculation:
Strongest force on any atom ... 2.0 eV Å⁻¹
HOMO-LUMO gap ... 9.47 eV
SMILES string ... C=N[C@H](N)CNN
Spin multiplicity ... 1
Highest occupied orbital energy ... -8.5 eV

```
17
Properties=species:S:1:pos:R:3:forces:R:3:lowdin_charge:R:1
C -0.18566 0.53823 0.07698 0.338 0.933 -1.303 -0.4583
C 0.50094 -0.73598 -0.45416 0.836 -0.830 1.558 -0.1806
N 0.97914 -1.71486 0.61034 -1.063 0.898 -1.210 -0.1393
N -0.04234 -2.03180 1.57501 0.325 0.554 0.595 -0.0407
N 0.43332 1.13118 1.23596 0.212 -0.330 0.153 0.0317
C -0.93424 1.42821 -1.99504 0.636 0.271 0.507 -0.0679
N -0.08598 1.57131 -1.04594 -1.653 -1.090 -0.522 0.0071
H 1.78567 -1.30218 1.08893 -0.661 -0.337 0.076 0.0929
H -1.23499 0.33025 0.31789 0.092 0.119 -0.145 0.1271
H -0.88838 -2.39346 1.13496 0.594 0.016 -0.224 0.0661
H -0.30750 -1.19553 2.11209 0.071 -0.256 -0.377 0.0528
H 1.40092 1.33578 0.99640 -0.038 0.006 0.112 0.0761
H -0.00055 2.04132 1.37612 0.062 -0.179 0.109 0.0755
H 1.38946 -0.47689 -1.04047 -0.135 0.106 0.055 0.1100
H -0.18374 -1.28026 -1.11390 0.054 0.157 0.092 0.1021
H -0.96920 2.16063 -2.81786 0.191 -0.345 0.348 0.0680
H -1.65687 0.59404 -2.05731 0.139 0.308 0.177 0.0774
```
Positions in Å, forces in eV/Å.